ORCA calculation (wB97M-V/def2-TZVPD) on an isolated ion of composition C2H3BrN and charge +1 at a distorted geometry.

Structure (XYZ):
```
7
Properties=species:S:1:pos:R:3
N 1.068 -0.022 0.050
C -0.392 0.102 -0.042
C -1.651 -0.162 -0.039
Br -3.388 -0.065 0.011
H 1.468 0.048 0.972
H 1.389 0.804 -0.378
H 1.508 -0.705 -0.574
```

## Properties
Kohn-Sham gap, eV: 10.0
HOMO energy, eV: -14.6
Energy, eV: -73644.3172
Net charge: +1
Largest force on an atom, eV/A: 8.063
Structure (SMILES): [NH3+]C#CBr

Taken from the Löwdin analysis, the atomic charges in e are:
1. N 0.224
2. C -0.060
3. C -0.648
4. Br 0.962
5. H 0.180
6. H 0.148
7. H 0.194

***

ORCA calculation (wB97M-V/def2-TZVPD) on C43H33MoN2O4 as an isolated structure at a distorted geometry.

Structure (XYZ):
```
83
Properties=species:S:1:pos:R:3
Mo -0.842 -0.930 0.267
O -0.712 0.168 1.575
C 0.458 0.794 2.582
C 0.922 -0.540 3.144
C 1.533 -1.557 2.203
C 2.597 -2.305 2.673
C 3.211 -3.225 1.852
C 2.796 -3.329 0.536
C 1.741 -2.568 0.078
C 1.305 -2.756 -1.365
C 1.242 -1.587 -2.327
O -0.175 -0.379 -1.146
C 2.326 -0.648 -2.393
C 3.621 -0.986 -1.954
C 4.672 -0.120 -2.176
C 4.447 1.106 -2.797
C 3.167 1.470 -3.207
C 2.116 0.598 -3.019
C 0.476 -1.837 -3.520
C -0.823 -2.388 -3.471
C -1.494 -2.704 -4.627
C -0.872 -2.509 -5.866
C 0.410 -1.989 -5.936
C 1.082 -1.639 -4.778
N 1.070 -1.732 0.933
C -0.291 1.603 3.598
C -1.662 1.498 3.808
C -2.262 2.239 4.816
C -1.497 3.068 5.625
C -0.129 3.168 5.418
C 0.476 2.447 4.399
C 1.354 1.571 1.691
C 0.843 2.725 1.088
C 1.654 3.514 0.297
C 2.994 3.175 0.122
C 3.512 2.043 0.731
C 2.692 1.233 1.507
H 0.077 -0.977 3.684
H 1.664 -0.304 3.910
H 2.935 -2.160 3.690
H 4.023 -3.838 2.221
H 3.293 -4.011 -0.141
H 0.360 -3.306 -1.395
H 2.017 -3.432 -1.846
H 3.823 -1.949 -1.508
H 5.674 -0.403 -1.883
H 5.278 1.778 -2.972
H 3.002 2.423 -3.691
H 1.121 0.860 -3.355
H -1.310 -2.557 -2.518
H -2.494 -3.112 -4.585
H -1.397 -2.773 -6.774
H 0.893 -1.856 -6.894
H 2.088 -1.250 -4.842
H -2.271 0.849 3.192
H -3.329 2.165 4.975
H -1.968 3.640 6.413
H 0.471 3.815 6.043
H 1.541 2.547 4.229
H -0.185 3.014 1.280
H 1.260 4.415 -0.156
H 3.637 3.813 -0.468
H 4.560 1.799 0.624
H 3.125 0.375 2.004
O -3.237 -4.125 0.641
C -2.846 -3.033 0.467
O -1.497 -2.697 0.365
C -3.672 -1.785 0.296
C -5.049 -1.803 0.408
C -5.713 -0.601 0.285
C -5.001 0.584 0.035
C -5.657 1.837 -0.101
C -4.940 2.965 -0.356
C -3.533 2.890 -0.501
C -2.865 1.703 -0.376
C -3.591 0.529 -0.093
N -2.956 -0.682 0.061
H -5.556 -2.739 0.598
H -6.791 -0.562 0.380
H -6.735 1.872 -0.004
H -5.438 3.919 -0.461
H -2.978 3.791 -0.725
H -1.792 1.676 -0.520
```

## Properties
Kohn-Sham gap, eV: 5.4
HOMO energy, eV: -16.3
Energy, eV: -58128.6762
Net charge: +3
Largest force on an atom, eV/A: 2.414

Atom charges from the Löwdin analysis, given in e for atoms 1 to 8:
1. Mo 1.967
2. O -0.325
3. C -0.225
4. C -0.035
5. C -0.213
6. C 0.023
7. C 0.039
8. C 0.014

***

ORCA calculation (wB97M-V/def2-TZVPD) on a 2-piece molecular cluster, C5H14O overall at a distorted geometry.

Structure (XYZ):
```
20
Properties=species:S:1:pos:R:3
C -0.629 -0.847 -1.085
C -0.069 0.178 -2.091
C 0.838 -0.401 -3.230
H -0.994 -1.736 -1.613
H -1.513 -0.447 -0.590
H 0.132 -1.212 -0.404
H -0.958 0.570 -2.580
H 0.532 0.912 -1.555
H 1.660 -0.898 -2.722
H 0.246 -0.998 -3.908
H 1.200 0.501 -3.721
C 0.012 -0.779 2.585
C -0.512 0.654 2.446
O 0.318 1.372 1.468
H 0.249 -1.091 1.566
H -0.684 -1.444 3.077
H 1.042 -0.647 2.926
H -1.521 0.779 2.053
H -0.342 1.278 3.322
H 0.370 0.767 0.714
```

## Properties
Kohn-Sham gap, eV: 11.3
HOMO energy, eV: -10.2
Energy, eV: -7458.6397
Largest force on an atom, eV/A: 2.296
Structure (SMILES): CCC.CCO

Atom charges from the Löwdin analysis, given in e for atoms 1 to 8:
1. C -0.130
2. C -0.300
3. C -0.105
4. H 0.075
5. H 0.073
6. H 0.046
7. H 0.095
8. H 0.090

***

ORCA calculation (wB97M-V/def2-TZVPD) on a 14-piece molecular cluster, H28O14 overall at a distorted geometry.

Structure (XYZ):
```
42
Properties=species:S:1:pos:R:3
O -1.447 -0.383 4.379
H -2.151 -0.260 5.024
H -1.763 -0.222 3.484
O 1.165 2.674 1.046
H 1.496 2.234 0.243
H 1.155 1.843 1.550
O 1.016 -2.832 -0.419
H 1.571 -2.063 -0.616
H 0.823 -3.043 -1.349
O -2.464 4.585 0.302
H -3.330 4.410 -0.079
H -1.897 5.127 -0.245
O -1.315 -1.269 1.049
H -2.017 -1.913 1.278
H -0.633 -1.729 0.549
O 3.207 -2.149 -2.423
H 2.714 -1.412 -2.059
H 3.742 -1.896 -3.178
O 0.382 -0.383 -4.645
H -0.560 -0.196 -4.614
H 0.465 -1.318 -4.854
O -3.308 -2.958 1.707
H -3.254 -3.256 2.618
H -3.440 -3.693 1.105
O 2.200 -1.355 1.884
H 1.263 -1.349 1.646
H 2.307 -2.246 2.238
O 0.634 1.206 -2.314
H -0.330 1.169 -2.288
H 1.016 0.623 -2.968
O -2.667 0.579 -0.337
H -2.300 -0.264 -0.009
H -2.223 1.187 0.266
O 2.872 3.955 -0.443
H 2.146 4.216 -1.036
H 2.501 4.217 0.408
O -0.560 -2.953 -3.057
H -1.425 -3.354 -2.883
H -0.125 -3.742 -3.418
O 1.358 2.551 4.415
H 0.890 3.176 3.858
H 2.286 2.487 4.185
```

## Properties
Kohn-Sham gap, eV: 10.3
HOMO energy, eV: -10.5
Energy, eV: -29119.1778
Largest force on an atom, eV/A: 1.777

Atom charges from the Löwdin analysis, given in e for atoms 1 to 8:
1. O -0.059
2. H 0.032
3. H 0.014
4. O -0.079
5. H 0.032
6. H 0.040
7. O -0.059
8. H 0.020

***

ORCA calculation (wB97M-V/def2-TZVPD) on an isolated ion of composition CH4BrN2 and charge +1 at a distorted geometry.

Structure (XYZ):
```
8
Properties=species:S:1:pos:R:3
N 0.207 0.949 -0.033
C -0.027 -0.350 -0.023
N -1.154 -0.857 0.075
Br -2.826 0.076 0.024
H 0.967 1.422 -0.319
H -0.635 1.460 0.268
H 0.819 -1.074 -0.210
H -1.165 -1.873 0.211
```

## Properties
Kohn-Sham gap, eV: 10.1
HOMO energy, eV: -15.7
Energy, eV: -74116.5165
Net charge: +1
Largest force on an atom, eV/A: 6.063
Structure (SMILES): [NH2+]=CNBr

Taken from the Löwdin analysis, the atomic charges in e are:
1. N 0.207
2. C -0.280
3. N -0.315
4. Br 0.869
5. H 0.090
6. H 0.094
7. H 0.198
8. H 0.138

***

ORCA calculation (wB97M-V/def2-TZVPD) on one molecule with the formula C6H10O.

Structure (XYZ):
```
17
Properties=species:S:1:pos:R:3
C 0.118 -0.448 1.527
C -1.139 -0.104 1.253
C -1.608 0.590 -0.011
O -1.354 -0.122 -1.200
C 0.003 -0.362 -1.552
C 1.084 0.343 -0.733
C 1.331 -0.245 0.661
H 0.310 -0.961 2.469
H -1.910 -0.358 1.980
H -1.187 1.605 -0.063
H -2.694 0.707 0.012
H 0.095 -0.046 -2.599
H 0.184 -1.447 -1.516
H 0.872 1.416 -0.673
H 2.013 0.259 -1.311
H 1.833 -1.217 0.556
H 2.049 0.390 1.198
```

## Properties
Kohn-Sham gap, eV: 10.4
HOMO energy, eV: -9.4
Energy, eV: -8430.4612
Largest force on an atom, eV/A: 0.341
Structure (SMILES): C1=CCOCCC1

Atom charges from the Löwdin analysis, given in e for atoms 1 to 8:
1. C -0.110
2. C -0.065
3. C -0.221
4. O -0.139
5. C -0.207
6. C -0.187
7. C -0.196
8. H 0.100